(1)
{
  "formula": "C19H29Cl7IrSi",
  "method": "ωB97M-V with the def2-TZVPD basis set",
  "total_charge": 1,
  "multiplicity": 1,
  "orbital_gap_ev": 4.09,
  "energy_ev": -118538.2303,
  "largest_force_ha_per_bohr": 0.023,
  "e_lumo_ha": -0.21132,
  "e_above_lowest_ev": 1.710,
  "species": ["Ir", "Cl", "C", "Cl", "H", "H", "Cl", "C", "C", "C", "Cl", "C", "Cl", "C", "Cl", "C", "Cl", "C", "C", "C", "C", "Si", "C", "C", "C", "C", "C", "C", "C", "C", "H", "H", "H", "H", "H", "H", "H", "H", "H", "H", "H", "H", "H", "H", "H", "H", "H", "H", "H", "H", "H", "H", "H", "H", "H", "H", "H"],
  "positions_angstrom": [[-0.23, 0.00, -0.23], [-0.92, -1.57, 2.70], [-1.54, -2.77, 1.60], [-1.11, -2.35, -0.12], [-2.62, -2.81, 1.65], [-1.07, -3.73, 1.80], [-2.17, 1.69, 1.51], [-1.66, 2.48, 0.05], [-0.70, 1.83, -0.72], [-0.33, 2.48, -1.90], [0.89, 1.78, -2.94], [-0.86, 3.72, -2.28], [-0.36, 4.49, -3.74], [-1.80, 4.34, -1.47], [-2.47, 5.86, -1.92], [-2.21, 3.71, -0.30], [-3.38, 4.46, 0.72], [1.23, -2.07, -4.07], [2.52, -1.42, -4.29], [3.76, -2.19, -4.15], [2.57, -0.12, -4.96], [1.80, 0.62, 0.16], [3.09, -0.79, 0.23], [2.57, -1.94, -0.65], [4.50, -0.44, -0.25], [3.14, -1.30, 1.68], [2.53, 2.31, 0.66], [3.33, 2.11, 1.97], [1.46, 3.37, 0.95], [3.48, 2.84, -0.42], [0.71, -2.10, -5.04], [0.57, -1.47, -3.41], [1.33, -3.07, -3.66], [3.93, -2.61, -5.15], [3.67, -3.02, -3.45], [4.62, -1.57, -3.91], [3.02, -0.31, -5.94], [3.26, 0.56, -4.45], [1.59, 0.35, -5.08], [2.55, -1.64, -1.70], [1.56, -2.24, -0.37], [3.23, -2.81, -0.55], [4.50, -0.05, -1.28], [5.13, -1.34, -0.24], [5.00, 0.29, 0.38], [2.16, -1.69, 2.00], [3.44, -0.53, 2.39], [3.86, -2.12, 1.76], [2.70, 1.75, 2.79], [3.73, 3.08, 2.28], [4.17, 1.44, 1.85], [0.69, 3.00, 1.63], [0.98, 3.73, 0.04], [1.94, 4.23, 1.42], [4.32, 2.17, -0.61], [3.90, 3.79, -0.09], [2.97, 3.03, -1.37]],
  "lowdin_charge": [0.46, 0.56, -0.92, 0.50, 0.04, 0.04, 0.66, -0.71, -0.48, -0.68, 0.66, -0.71, 0.69, -0.71, 0.70, -0.71, 0.71, 0.00, -0.21, 0.00, -0.04, 0.73, -0.67, -0.15, -0.10, -0.09, -0.65, -0.10, -0.09, -0.09, 0.14, 0.11, 0.11, 0.14, 0.10, 0.12, 0.14, 0.12, 0.06, 0.04, 0.01, 0.10, 0.07, 0.09, 0.07, 0.06, 0.07, 0.09, 0.09, 0.09, 0.06, 0.08, 0.07, 0.09, 0.06, 0.10, 0.05]
}

(2)
{
  "formula": "C19H29F5NO2P2Tb",
  "method": "ωB97M-V with the def2-TZVPD basis set",
  "multiplicity": 7,
  "orbital_gap_ev": [6.91, 7.14],
  "energy_ev": -80356.3904,
  "largest_force_ha_per_bohr": 0.054,
  "s2": 12.67,
  "e_lumo_ha": [-0.00664, 0.00156],
  "species": ["C", "C", "N", "C", "C", "C", "C", "P", "Tb", "P", "C", "C", "C", "C", "C", "C", "C", "O", "O", "H", "H", "H", "C", "C", "H", "H", "H", "H", "C", "C", "H", "H", "H", "H", "H", "H", "H", "H", "H", "H", "H", "H", "H", "H", "H", "H", "H", "H", "H", "H", "H", "H", "F", "C", "F", "C", "F", "F", "F"],
  "positions_angstrom": [[-0.58, 3.82, -1.72], [-0.68, 2.48, -1.26], [0.20, 2.02, -0.29], [1.12, 2.88, 0.23], [1.14, 4.22, -0.11], [0.29, 4.70, -1.10], [-1.69, 1.63, -1.78], [-2.17, 0.07, -1.05], [-0.09, -0.18, 0.66], [2.49, 0.54, 1.15], [2.10, 2.35, 1.27], [0.13, -2.60, 0.38], [-0.90, -3.26, 1.01], [-0.83, -4.66, 1.18], [0.27, -5.37, 0.70], [1.31, -4.69, 0.05], [1.24, -3.28, -0.11], [-0.64, 0.69, -4.34], [0.74, -1.64, -3.53], [-1.25, 4.13, -2.52], [1.86, 4.87, 0.40], [0.30, 5.74, -1.38], [-3.72, 0.67, -0.30], [-2.76, -1.11, -2.31], [3.05, 2.89, 1.17], [1.71, 2.54, 2.28], [-0.86, 1.07, -3.47], [-2.42, 2.10, -2.44], [3.11, 0.15, 2.82], [4.04, 0.59, 0.18], [-1.78, -2.72, 1.40], [-1.64, -5.19, 1.69], [0.32, -6.45, 0.83], [2.16, -5.24, -0.34], [2.04, -2.75, -0.62], [0.72, -0.82, -1.49], [0.11, -2.28, -3.26], [0.12, -0.87, -3.56], [0.08, 1.23, -4.59], [1.21, -0.60, -0.93], [-4.44, 0.89, -1.10], [-4.11, -0.10, 0.38], [-3.53, 1.59, 0.27], [-3.59, -0.68, -2.87], [-1.97, -1.41, -3.00], [-3.11, -2.01, -1.77], [4.84, 1.08, 0.74], [4.34, -0.44, -0.05], [3.87, 1.11, -0.77], [4.05, 0.69, 3.03], [2.36, 0.40, 3.58], [3.30, -0.93, 2.87], [-0.25, 1.45, 3.56], [-0.83, 0.33, 2.98], [-0.20, -0.78, 3.56], [-2.29, 0.30, 3.34], [-2.48, 0.21, 4.67], [-2.91, 1.43, 2.89], [-2.92, -0.79, 2.77]],
  "lowdin_charge": [-0.04, -0.36, -0.06, -0.34, -0.07, -0.07, -0.35, 0.75, 1.23, 0.80, -0.28, -0.35, -0.18, -0.10, -0.11, -0.10, -0.17, -0.05, -0.08, 0.12, 0.11, 0.11, -0.26, -0.24, 0.09, 0.09, -0.03, 0.08, -0.25, -0.25, 0.07, 0.10, 0.10, 0.09, 0.07, 0.08, 0.00, 0.00, 0.03, -0.01, 0.05, 0.03, 0.05, 0.05, 0.02, 0.05, 0.05, 0.05, 0.06, 0.05, 0.04, 0.05, 0.00, -0.47, -0.03, -0.56, 0.14, 0.11, 0.09]
}

(3)
{
  "formula": "C19H29FN2O5S",
  "method": "ωB97M-V with the def2-TZVPD basis set",
  "smiles": "O=C(NC[C@H]1C[C@@H]2CC[C@H]1N2C(=O)[C@H]1CCS(=O)(=O)C1)[C@@H](F)C1CCOCC1",
  "multiplicity": 1,
  "orbital_gap_ev": 9.87,
  "energy_ev": -46944.0656,
  "largest_force_ha_per_bohr": 0.053,
  "e_lumo_ha": 0.01276,
  "e_above_lowest_ev": 0.995,
  "species": ["O", "C", "N", "C", "C", "C", "C", "C", "C", "C", "N", "C", "O", "C", "C", "C", "S", "O", "O", "C", "C", "F", "C", "C", "C", "O", "C", "C", "H", "H", "H", "H", "H", "H", "H", "H", "H", "H", "H", "H", "H", "H", "H", "H", "H", "H", "H", "H", "H", "H", "H", "H", "H", "H", "H", "H", "H"],
  "positions_angstrom": [[-0.45, 1.54, -2.77], [-0.69, 0.59, -2.03], [0.25, -0.01, -1.27], [1.68, 0.29, -1.11], [2.40, 1.11, -2.21], [2.23, 2.65, -2.05], [3.68, 3.17, -1.93], [4.43, 3.06, -3.27], [4.61, 1.54, -3.44], [3.95, 0.95, -2.17], [4.27, 2.03, -1.25], [4.93, 2.05, -0.07], [5.06, 3.09, 0.57], [5.54, 0.74, 0.50], [7.03, 0.96, 0.90], [7.13, 1.21, 2.42], [5.92, 0.01, 3.13], [6.48, -1.33, 3.04], [5.35, 0.53, 4.37], [4.72, 0.24, 1.74], [-2.13, 0.02, -1.95], [-2.11, -1.17, -1.32], [-3.17, 0.98, -1.30], [-3.51, 2.22, -2.17], [-4.57, 3.12, -1.49], [-5.73, 2.34, -1.21], [-5.51, 1.26, -0.31], [-4.50, 0.28, -0.94], [-0.11, -0.79, -0.74], [1.83, 0.77, -0.14], [2.18, -0.68, -1.02], [2.04, 0.79, -3.18], [1.71, 3.09, -2.89], [1.66, 2.90, -1.16], [3.78, 4.14, -1.42], [3.87, 3.51, -4.09], [5.39, 3.56, -3.21], [4.14, 1.16, -4.35], [5.67, 1.28, -3.48], [4.28, -0.06, -1.94], [5.52, -0.02, -0.28], [7.60, 0.05, 0.66], [7.52, 1.76, 0.34], [8.09, 1.08, 2.91], [6.74, 2.20, 2.65], [4.09, 1.04, 2.12], [4.12, -0.65, 1.65], [-2.43, -0.21, -2.97], [-2.75, 1.36, -0.36], [-2.62, 2.80, -2.40], [-3.90, 1.89, -3.14], [-4.17, 3.57, -0.58], [-4.85, 3.94, -2.15], [-5.15, 1.62, 0.66], [-6.46, 0.75, -0.12], [-4.93, -0.16, -1.83], [-4.32, -0.56, -0.27]],
  "lowdin_charge": [0.05, -0.41, 0.09, -0.10, -0.21, -0.08, -0.22, -0.10, -0.10, -0.21, 0.00, -0.40, 0.05, -0.21, -0.17, -0.20, 0.71, -0.34, -0.34, -0.15, -0.23, 0.02, -0.23, -0.13, -0.19, -0.15, -0.19, -0.13, 0.13, 0.12, 0.12, 0.14, 0.11, 0.12, 0.16, 0.11, 0.11, 0.11, 0.11, 0.15, 0.12, 0.11, 0.12, 0.10, 0.10, 0.10, 0.10, 0.16, 0.15, 0.11, 0.13, 0.12, 0.12, 0.12, 0.12, 0.12, 0.11]
}

(4)
{
  "formula": "C19H29N3O2",
  "method": "ωB97M-V with the def2-TZVPD basis set",
  "multiplicity": 1,
  "orbital_gap_ev": 8.47,
  "energy_ev": -28720.9859,
  "largest_force_ha_per_bohr": 0.340,
  "e_lumo_ha": 0.02229,
  "e_above_lowest_ev": 20.476,
  "species": ["C", "C", "O", "N", "H", "C", "H", "H", "C", "C", "O", "N", "C", "H", "C", "C", "H", "H", "C", "N", "C", "H", "H", "H", "C", "H", "C", "C", "C", "C", "C", "C", "C", "H", "H", "H", "H", "H", "H", "H", "H", "H", "C", "H", "H", "H", "H", "H", "H", "H", "H", "H", "H"],
  "positions_angstrom": [[3.83, 2.04, 2.50], [4.35, 1.17, 1.24], [4.42, 0.06, 1.26], [4.59, 1.87, 0.11], [4.30, 2.70, -0.02], [4.59, 1.18, -1.10], [4.83, 0.10, -0.78], [5.43, 1.76, -1.84], [3.27, 1.37, -2.02], [2.22, 1.00, -0.97], [1.50, 2.16, -0.44], [1.82, -0.14, -0.76], [2.63, -1.60, -1.25], [3.35, -1.07, -1.88], [1.59, -2.45, -1.81], [0.48, -2.80, -0.51], [-0.17, -3.61, -0.99], [1.00, -3.32, 0.29], [-0.02, -1.37, -0.23], [-1.26, -1.70, 0.86], [-0.89, -2.15, 1.99], [-1.84, -2.47, 2.73], [-0.47, -1.21, 2.75], [-0.15, -2.87, 2.20], [-2.24, -0.52, 0.51], [-1.70, 0.34, 0.78], [-3.16, -0.97, -0.46], [-4.23, 0.40, -0.37], [-5.58, -0.14, 0.31], [-6.46, 0.81, 0.42], [-6.25, 2.27, -0.09], [-5.06, 2.48, -0.70], [-4.01, 1.59, -0.70], [-3.11, 1.70, -1.16], [-4.88, 3.46, -0.87], [-6.99, 3.11, 0.11], [-7.42, 0.58, 0.59], [-5.68, -1.10, 0.77], [-3.60, -1.75, -0.48], [-2.72, -0.48, -1.28], [-2.76, -0.89, 1.81], [-0.69, -0.92, -0.81], [0.86, -0.58, 0.42], [0.48, 0.27, 0.74], [1.39, -0.94, 1.15], [2.29, -3.39, -2.01], [1.19, -2.11, -2.52], [3.29, -2.00, -0.26], [3.20, 2.47, -2.37], [3.20, 0.76, -2.74], [3.74, 1.48, 3.26], [4.51, 2.89, 2.53], [2.99, 2.53, 2.10]],
  "lowdin_charge": [0.07, -0.57, 0.13, 0.05, 0.05, -0.17, 0.13, 0.17, -0.05, -0.40, -0.19, 0.08, -0.05, 0.08, -0.11, -0.02, 0.13, 0.10, -0.25, -0.22, -0.28, 0.13, 0.12, 0.05, -0.15, 0.11, -0.06, -0.10, -0.01, -0.09, -0.02, -0.11, -0.11, 0.11, 0.07, 0.12, 0.05, 0.10, 0.01, 0.10, 0.20, 0.09, -0.10, 0.08, 0.09, 0.16, -0.02, 0.19, 0.15, 0.02, 0.00, 0.08, 0.06]
}